1.
Density functional theory data (wB97M-V/def2-TZVPD) for a structure of composition C18H33N3O2 in a non-equilibrium geometry.

Each line ends with the Mulliken charge.
CARTESIAN COORDINATES (ANGSTROEM)
O1 -2.34592 -1.55808 1.97427  -0.660
C1 -2.39052 -1.64118 0.68925  0.292
N1 -1.35028 -1.68385 -0.21603  -0.025
N2 -0.17916 -1.89162 0.22866  -0.356
C2 0.78564 -2.08330 -0.68073  0.663
C3 2.06668 -2.12662 0.14607  -0.771
H1 2.71323 -1.50535 -0.27590  0.490
H2 2.45299 -3.03913 -0.20904  0.591
C4 2.08716 -1.70635 1.50100  -1.228
H3 1.34183 -1.12095 1.81702  0.445
H4 1.90506 -2.45249 2.17196  0.732
C5 3.34211 -1.00664 1.98891  -1.406
H5 3.38400 -1.14202 3.05756  0.600
C6 3.82973 0.32400 1.47721  -0.762
C7 2.76123 1.32229 1.53934  -0.114
H6 1.69858 0.88158 1.78253  0.118
C8 2.86962 2.30797 0.68816  -0.832
H7 2.01051 3.13565 0.95846  0.235
H8 3.89703 3.09466 0.66255  0.180
C9 2.63874 2.07693 -0.70554  -1.075
H9 3.49343 1.44034 -1.21628  0.372
H10 2.53947 3.01752 -1.29829  0.410
C10 1.39760 1.32701 -1.02758  0.830
C11 1.35715 0.60725 -2.29081  -1.507
H11 2.39341 0.26604 -2.88214  0.333
H12 1.37159 1.35030 -3.23791  0.402
C12 0.34102 -0.68868 -2.63954  -0.523
H13 -0.55787 0.03479 -2.22764  -0.238
H14 0.07085 -0.68821 -3.59430  0.947
C13 0.72839 -1.91649 -1.96863  -1.110
H15 1.66927 -2.08016 -2.49391  0.283
H16 -0.08180 -2.63432 -2.50219  0.378
H17 0.55783 1.89814 -0.97402  0.620
H18 1.29162 0.30674 -0.35280  -0.321
H19 2.88552 1.70366 2.66370  0.290
H20 3.99080 0.28200 0.40914  0.206
H21 4.80009 0.57032 1.66433  0.691
H22 4.26775 -1.78166 2.18155  0.400
H23 -1.72842 -1.79434 -1.16862  0.374
C14 -4.02609 -1.40370 0.09525  -0.839
N3 -4.34122 -0.27252 -0.06535  0.465
C15 -3.77893 0.74226 -0.85013  -1.137
C16 -2.66452 1.42754 -0.30627  0.455
O2 -3.19416 2.07233 0.73774  -0.466
C17 -3.90152 1.41662 1.55835  -0.629
C18 -4.73831 0.47584 0.92331  -0.655
H24 -5.26011 -0.26448 1.68730  0.366
H25 -5.53562 1.08268 0.61393  0.376
H26 -4.20223 2.09745 2.28835  0.439
H27 -3.19643 0.75074 2.14997  0.236
H28 -2.07008 2.24563 -1.05063  0.176
H29 -1.76993 0.84312 0.01950  -0.093
H30 -3.00261 0.14052 -1.98956  0.080
H31 -4.27323 1.30031 -1.43962  0.598
H32 -3.75953 -2.10533 -0.85545  0.342
H33 -4.59140 -1.95479 0.84351  0.330

As for the molar mass: 323.5 u. For the HOMO-LUMO gap, the calculation gives 7.99 eV. The value obtained for the relative energy (zero: lowest compared OMol25 entry of this formula, charge and spin) is 1965.7 kJ/mol. For the LUMO energy, the calculation gives 0.4 eV. The calculation puts the HOMO energy at -7.54 eV. The multiplicity is 1. As for the energy: -1019.72315 Ha.


2.
Density functional theory data (wB97M-V/def2-TZVPD) for a structure of composition C18H33N4PSe2V in a non-equilibrium geometry.

Each line ends with the Mulliken charge.
CARTESIAN COORDINATES (ANGSTROEM)
V1 0.76255 0.20624 -0.40220  0.031
C1 -0.22253 -4.12317 -1.27336  -1.116
Se1 -0.18473 -2.17315 -1.33079  0.369
C2 0.93681 -1.98005 -2.94805  -0.965
C3 2.40047 -1.68557 -2.67450  -0.810
Se2 2.66936 0.13765 -1.95666  0.244
C4 4.38362 -0.16400 -1.09492  -1.111
H1 -0.81412 -4.43956 -2.12707  0.351
H2 -0.71702 -4.42535 -0.35445  0.390
H3 0.78377 -4.52791 -1.31652  0.379
H4 0.48603 -1.19860 -3.56090  0.306
H5 0.84564 -2.92354 -3.48370  0.615
H6 2.96411 -1.73045 -3.60628  0.530
H7 2.84089 -2.38502 -1.96478  0.393
H8 4.31763 -1.01004 -0.41632  0.356
H9 4.65600 0.74026 -0.55709  0.371
H10 5.12281 -0.35416 -1.86776  0.392
C5 0.37925 1.56538 2.18288  -0.926
N1 0.54830 0.21303 1.52770  0.790
C6 -0.58182 -0.65865 2.03345  -1.038
N2 -0.58452 -0.73894 3.46880  0.149
C7 -0.73088 0.60516 4.03878  -0.678
N3 0.37816 1.46840 3.61719  0.158
C8 1.63948 0.87383 4.06937  -0.696
N4 1.81595 -0.46866 3.49826  0.161
C9 1.83053 -0.37031 2.06302  -0.771
C10 0.68820 -1.30946 3.92054  -0.704
H11 -0.57235 1.98411 1.85111  0.345
H12 1.19826 2.21544 1.85849  0.277
H13 -0.45626 -1.66005 1.62055  0.470
H14 -1.52698 -0.24041 1.67852  0.130
H15 -0.73560 0.53342 5.12490  0.342
H16 -1.67777 1.03950 3.71355  0.310
H17 1.63022 0.79632 5.15492  0.345
H18 2.47400 1.51231 3.77447  0.340
H19 1.96443 -1.37123 1.63565  0.263
H20 2.65838 0.28087 1.76253  0.418
H21 0.68483 -1.37595 5.00698  0.347
H22 0.80561 -2.31456 3.51143  0.323
C11 -0.78999 3.51706 -0.81040  -1.274
P1 -0.50884 1.85312 -1.50123  1.347
C12 -0.07015 2.25233 -3.22783  -1.481
C13 -2.14223 1.06384 -1.58665  0.564
C14 -2.53754 0.37251 -2.73147  -0.381
C15 -3.75455 -0.28926 -2.75849  -0.741
C16 -4.58090 -0.27469 -1.64313  -0.569
C17 -4.19181 0.40688 -0.49868  -0.713
C18 -2.97634 1.07326 -0.46721  -0.514
H23 -1.19019 3.49117 0.20026  0.394
H24 -1.49125 4.04028 -1.46023  0.415
H25 0.16137 4.04981 -0.80605  0.427
H26 -0.93546 2.70086 -3.71567  0.503
H27 0.25034 1.37461 -3.78634  0.374
H28 0.75078 2.96950 -3.21848  0.431
H29 -1.91614 0.37495 -3.61908  0.355
H30 -4.06251 -0.80811 -3.65678  0.449
H31 -5.53804 -0.77773 -1.67353  0.446
H32 -4.84548 0.43646 0.36325  0.458
H33 -2.69180 1.63004 0.41998  0.432

As for the molar mass: 545.3 u. The charge is +2. For the HOMO-LUMO gap (spin up / spin down), the calculation gives 7.54 / 7.26 eV. For the LUMO energy (spin up / spin down), the calculation gives -6.7 / -6.6 eV. The calculation puts the HOMO energy (spin up / spin down) at -14.27 / -13.81 eV. The multiplicity is 2. As for the energy: -7012.30944 Ha.


3.
Density functional theory data (wB97M-V/def2-TZVPD) for a cluster of 2 separate species, C18H33NO7 in total in a non-equilibrium geometry.

Each line ends with the Mulliken charge.
CARTESIAN COORDINATES (ANGSTROEM)
C1 2.23689 -5.79586 1.53619  -1.185
C2 2.38048 -5.25814 0.10194  -0.106
O1 2.79877 -3.91278 0.04832  -0.393
C3 1.78409 -3.00053 0.43331  -0.374
C4 0.88663 -2.67505 -0.75980  -0.874
C5 -0.29982 -1.75565 -0.39599  0.082
C6 -1.12311 -2.41941 0.71180  -0.520
C7 -2.61322 -2.14160 0.59734  -0.486
O2 -3.24884 -2.55436 1.81409  -0.346
C8 -3.94475 -3.71710 1.66024  0.606
O3 -3.77082 -4.61888 2.43124  -0.507
O4 -4.80824 -3.69636 0.63898  -0.264
C9 -4.81641 -4.88030 -0.17811  0.623
O5 -4.56201 -4.66005 -1.37572  -0.627
O6 -5.07929 -5.96296 0.28114  -0.546
H1 1.24356 -5.51712 1.88575  0.284
H2 2.94820 -5.31216 2.20161  0.294
H3 2.36460 -6.87204 1.55813  0.390
H4 3.18674 -5.83379 -0.35222  0.364
H5 1.48827 -5.47532 -0.48910  0.221
H6 2.30656 -2.08666 0.72847  0.216
H7 1.24323 -3.34184 1.31570  0.301
H8 0.50097 -3.61247 -1.15643  0.328
H9 1.51652 -2.18830 -1.50267  0.286
H10 -0.86260 -1.62169 -1.31884  0.495
H11 0.14789 -0.80424 -0.09839  -0.103
H12 -0.79826 -2.08492 1.69328  0.275
H13 -0.96914 -3.49479 0.62425  0.282
H14 -2.77154 -1.06243 0.50973  0.040
H15 -3.04716 -2.58682 -0.29622  0.454
C10 -0.92758 5.32082 -0.51311  -1.790
C11 -0.75596 3.82666 -0.15263  1.679
C12 -0.11753 3.69076 1.23625  -1.247
C13 1.37099 4.03596 1.26463  -0.435
C14 2.14294 3.24152 0.21141  -1.218
C15 1.56056 3.36778 -1.20268  1.517
N1 0.07441 3.12126 -1.19407  0.655
O7 -0.13308 1.92945 -1.13136  -0.300
C16 1.87891 4.75989 -1.78446  -1.672
C17 2.28472 2.39610 -2.13636  -1.710
C18 -2.18267 3.27570 -0.10851  -1.712
H16 -0.11056 5.94647 -0.16099  0.306
H17 -1.03313 5.46076 -1.58937  0.369
H18 -1.82580 5.72275 -0.05080  0.489
H19 -0.24357 2.66430 1.59619  0.388
H20 -0.65612 4.32977 1.93579  0.369
H21 1.52100 5.10814 1.11784  0.327
H22 1.77376 3.80726 2.25242  0.399
H23 3.18317 3.56548 0.19607  0.418
H24 2.15253 2.18763 0.50882  0.341
H25 1.37271 4.91157 -2.73846  0.391
H26 2.94779 4.85128 -1.96449  0.458
H27 1.61921 5.58351 -1.12519  0.303
H28 2.24000 1.36577 -1.78556  0.328
H29 3.33638 2.66391 -2.19833  0.437
H30 1.86859 2.43415 -3.14396  0.467
H31 -2.65906 3.33837 -1.08800  0.464
H32 -2.77722 3.85672 0.59155  0.466
H33 -2.22323 2.24049 0.22809  0.304

As for the molar mass: 375.5 u. For the HOMO-LUMO gap, the calculation gives 1.57 eV. The value obtained for the relative energy (zero: lowest compared OMol25 entry of this formula, charge and spin) is 372.7 kJ/mol. For the LUMO energy, the calculation gives -5.1 eV. The calculation puts the HOMO energy at -6.69 eV. The multiplicity is 1. As for the energy: -1286.86616 Ha.